[1]
Density functional theory data (wB97M-V/def2-TZVPD) for an isolated molecule of C17H24ClN5O2 at a distorted geometry.

Structure (XYZ):
```
49
Properties=species:S:1:pos:R:3:forces:R:3
C 0.3237 2.0922 1.9584 -0.026 -0.293 -0.269
H -0.0821 -3.1699 -4.0145 0.002 -0.074 -0.047
H -3.0003 -0.8211 0.3292 -0.114 -0.122 0.015
C 0.0474 -0.7349 -0.2550 0.029 0.273 0.352
C 1.4962 3.3551 3.6427 0.043 0.259 0.188
O 3.4789 1.5173 3.5717 0.200 0.024 0.170
C 0.3601 0.9290 1.1467 0.783 -0.373 0.219
H -2.2345 -0.7263 -1.8106 -0.025 -0.085 -0.058
C -3.6262 0.5967 1.7191 0.098 -0.075 -0.242
H 0.0569 0.3225 -2.6575 -0.061 0.087 0.011
C 2.5361 1.3231 2.8320 0.158 -0.106 0.003
O -0.5500 2.9491 2.0063 -0.004 0.184 0.055
C -1.3532 -1.2206 -2.2179 -0.114 0.495 -0.133
H 4.3429 -0.3660 2.6726 -0.086 -0.070 -0.096
H -3.8601 1.8026 3.4491 0.002 0.012 0.035
Cl -4.8001 -0.5183 2.3616 -0.172 -0.160 0.077
N -0.4794 -1.6270 -1.1353 -0.274 -0.246 0.067
C -3.6267 1.9233 2.3939 0.051 0.138 0.032
H 1.3859 4.2593 3.0445 -0.011 -0.031 0.077
H 0.9171 -0.3899 -4.6829 -0.017 -0.004 -0.088
C 3.5663 -0.7405 2.0089 0.268 -0.167 0.054
H 3.2007 -1.7045 2.3633 0.054 -0.005 -0.013
H -2.6614 2.4157 2.3030 0.005 0.023 -0.025
C 0.1109 -1.0396 -4.3362 -0.001 -0.070 0.048
H -0.2709 -3.5976 -1.7139 0.028 0.015 0.010
H 0.9296 -3.0017 -0.5440 -0.127 -0.126 -0.150
C 1.3647 -2.4832 -2.5887 -0.241 -0.177 -0.029
H 1.4339 -2.6613 -4.7289 -0.067 -0.076 -0.028
H -2.0531 1.1194 -1.0528 0.073 0.029 0.105
N -0.5213 0.4218 0.1940 0.455 -0.131 -0.196
C 0.6979 -2.4064 -3.9632 0.144 0.176 -0.011
C -0.6415 -0.3018 -3.2201 -0.103 -0.131 -0.075
H -4.3897 2.5656 1.9542 -0.099 0.032 0.024
C -1.8315 1.0132 0.0132 -0.645 0.088 -0.010
H 3.9513 -0.8596 0.9967 0.024 -0.030 0.034
H -1.7781 2.0107 0.4496 0.018 -0.104 -0.154
C 0.3773 -2.7565 -1.4504 0.385 -0.218 0.069
N 1.4591 2.1929 2.7701 -0.065 0.194 0.097
H -1.6979 -2.1295 -2.7134 -0.068 0.019 0.087
N 2.4871 0.2218 2.0041 0.004 -0.037 -0.039
H 2.0869 -3.3014 -2.5956 0.070 0.011 0.040
N 1.2249 -0.9757 0.3263 0.478 -0.070 0.122
H -1.3709 0.3673 -3.6814 0.011 0.079 0.052
H 1.9095 -1.5640 -2.3727 0.141 0.032 0.052
H 0.6706 3.3057 4.3530 0.041 0.058 -0.024
C -2.8864 0.1898 0.6958 0.089 0.015 -0.024
H -0.5639 -1.1914 -5.1817 0.038 0.070 -0.054
H 2.4474 3.3563 4.1676 -0.120 0.001 -0.060
C 1.4160 0.0379 1.1892 -1.252 0.666 -0.271
```
Positions in Å, forces in eV/Å.

The SMILES is C/C(Cl)=C\Cn1c(N2CCCCCC2)nc2c1c(=O)n(C)c(=O)n2C. The gap between HOMO and LUMO is 8.39 eV. The largest force on an atom is 1.4 eV/Å. The LUMO energy comes out at 0.666 eV. Its total energy is -1546.7072 a.u. For the relative energy (zero: lowest compared OMol25 entry of this formula, charge and spin), the calculation gives 0.00 kcal per mole. The HOMO energy is -7.724 eV.

***

[2]
Density functional theory data (wB97M-V/def2-TZVPD) for an isolated molecule of C3H5N3O at a distorted geometry.

Structure (XYZ):
```
12
Properties=species:S:1:pos:R:3:forces:R:3
H 0.5861 1.8992 -0.2427 1.151 3.088 -0.519
N -1.8680 -0.1012 -0.4061 1.199 -1.188 -0.432
C 0.8073 -0.1947 0.0072 0.009 2.657 -1.112
C -0.0417 1.1109 -0.1940 -0.402 -4.565 1.470
H -3.1123 -0.0039 1.1478 0.604 0.063 -0.838
N -1.3073 1.0560 -0.2137 -0.690 0.583 0.454
N 2.1682 0.1679 -0.1359 2.605 1.063 2.403
O -3.0548 -0.3402 0.2196 -0.283 0.321 0.657
H 2.7027 0.6820 0.7035 -2.210 -1.336 -2.232
H 0.1349 -2.3269 -0.3849 0.006 -1.410 -0.240
C 0.2313 -1.3191 -0.1742 -1.975 0.958 0.492
H 2.7535 -0.6300 -0.3265 -0.016 -0.232 -0.104
```
Positions in Å, forces in eV/Å.

The gap between HOMO and LUMO (spin up / spin down) is 7.85 / 8.12 eV. The largest force on an atom is 4.8 eV/Å. The LUMO energy (spin up / spin down) comes out at -0.218 / 0.087 eV. Its total energy is -356.5737 a.u. For the relative energy (zero: lowest compared OMol25 entry of this formula, charge and spin), the calculation gives 178.00 kcal per mole. The HOMO energy (spin up / spin down) is -8.071 / -8.029 eV.

***

[3]
Density functional theory data (wB97M-V/def2-TZVPD) for a structure of composition C5H9AuO5 at a distorted geometry.

Structure (XYZ):
```
20
Properties=species:S:1:pos:R:3:forces:R:3
H 1.7345 -1.4923 0.5247 -0.062 0.399 -0.050
C 2.9904 -0.6467 -1.0084 0.290 0.258 -0.077
H -0.6785 2.0071 0.8385 -0.401 -0.227 -0.080
O -2.6216 1.4270 0.9225 -1.716 0.481 0.656
C -0.8592 -0.1010 0.3923 1.594 -0.262 1.881
H 2.9056 -0.0712 -1.9423 0.076 -0.145 0.300
C -3.5105 0.4504 0.5328 5.437 -0.993 -1.239
O 0.9064 0.3012 -0.1003 -2.557 -5.422 0.301
H 3.6612 -0.1310 -0.3037 -0.143 -0.087 -0.249
H 3.4635 -1.6061 -1.2579 -0.214 0.193 0.110
H -0.4793 -1.4677 1.7475 -0.229 0.735 -0.121
C 1.6299 -0.8964 -0.3964 0.016 -1.302 -0.502
H 1.0287 -1.5081 -1.0896 0.051 0.251 0.113
H -1.4552 1.6373 -0.7581 0.184 -0.038 0.196
O -2.9318 -0.6769 0.3521 -3.287 1.321 0.432
O -4.5891 0.8202 0.0907 -1.362 -0.420 0.321
O -0.6303 -0.4965 1.6825 -0.472 -0.146 -2.420
C -1.3591 1.3376 0.2939 -0.099 -0.738 -0.195
Au 1.7199 1.9206 -0.0771 2.971 5.922 -0.044
H -0.9255 -0.8076 -0.4438 -0.074 0.220 0.668
```
Positions in Å, forces in eV/Å.

The gap between HOMO and LUMO (spin up / spin down) is 8.18 / 6.67 eV. The spin multiplicity is 4. The largest force on an atom is 6.6 eV/Å. The LUMO energy (spin up / spin down) comes out at -3.694 / -8.192 eV. Its total energy is -707.2321 a.u. Its charge is +1. For the relative energy (zero: lowest compared OMol25 entry of this formula, charge and spin), the calculation gives 0.00 kcal per mole. The HOMO energy (spin up / spin down) is -11.874 / -14.857 eV.

***

[4]
Density functional theory data (wB97M-V/def2-TZVPD) for a cluster of 11 separate species, C39H88F10N11O23S10 in total at a distorted geometry.

Structure (XYZ):
```
181
Properties=species:S:1:pos:R:3:forces:R:3
O 0.7568 -4.6322 -5.2652 1.885 0.203 1.746
F 0.4861 0.9239 -5.1402 0.155 -0.221 -0.403
S 3.5698 -4.6828 -4.4063 4.375 -0.188 -1.576
H 3.8793 3.1109 -1.4974 -0.278 -0.203 0.071
O -3.8399 -0.3418 -8.6767 -1.318 -0.318 1.766
H 1.8341 -0.8965 6.0015 -0.620 -0.194 -0.754
C 4.8395 1.3078 -2.3066 -0.284 -0.208 -0.350
H 7.0897 5.8480 -2.1742 0.608 0.213 0.086
C -1.7876 3.4330 -7.7223 1.075 -0.370 0.293
H 0.5540 1.2957 -1.6485 0.047 -0.357 -0.678
H -3.6795 2.5399 -3.4777 -0.135 0.072 -0.048
N -3.5838 0.8049 -6.5112 -4.882 3.990 5.798
H 0.8168 -4.8879 2.8382 -0.908 -0.768 1.322
H -1.2434 0.7516 -3.4220 0.204 -0.159 0.055
C 6.3259 4.0420 -0.0205 -1.613 -0.807 -1.182
N -0.5213 -6.1182 1.6646 0.899 0.415 -2.358
H -1.7345 -2.8846 -2.3075 -0.271 0.035 -0.058
O 3.8028 -5.1230 -5.7762 -1.332 0.651 2.066
O 2.4454 1.8388 -4.2053 -2.064 1.788 -0.016
S 1.2330 2.3154 -4.8994 5.953 -5.891 -8.590
O 1.0235 -3.5754 -3.0062 0.647 -0.676 -1.464
C -7.0957 1.2728 3.9900 1.237 0.109 0.361
C -1.6386 1.2606 -0.0933 3.006 -0.660 1.464
S 0.9972 4.1212 -3.3557 -1.527 3.157 1.485
H 5.0304 -0.6727 4.4770 -0.703 -0.865 0.209
N 5.9870 3.1884 -1.3049 1.525 -0.665 0.056
H -2.8749 0.0826 -3.4078 -0.162 0.208 0.179
C -3.6852 3.3473 -4.2100 1.752 -0.458 -0.619
C -7.8413 1.0688 2.6854 -0.151 0.161 0.459
H 8.2014 4.4449 -1.9703 0.028 0.199 0.156
H 1.1762 -3.1194 1.5657 0.385 -0.644 0.572
H 7.9135 2.2618 -1.7070 0.063 0.082 0.478
C 0.5948 0.3881 -1.0463 -0.816 0.533 1.295
O -3.6170 0.4180 -1.0631 8.447 -1.317 0.608
O -6.5612 5.1201 1.2633 3.638 -2.233 0.023
H 5.7652 -1.9657 8.1891 -0.120 -0.193 0.005
H -1.6575 2.8349 -4.8152 0.564 -0.408 0.575
H 0.6346 0.1008 3.5604 0.710 0.081 -0.785
C -4.4478 -6.3219 2.2226 0.313 0.201 0.758
O -2.6941 5.1606 -6.2405 1.679 -4.983 0.264
H 6.8256 0.8975 -3.2942 -0.270 0.311 -0.029
C -0.0549 -0.8775 -1.6618 0.618 1.399 0.008
H 2.6285 -0.2661 7.9475 0.373 -0.317 0.541
H -1.2249 2.3323 -1.8412 0.514 0.434 -0.059
H -2.3946 2.6979 -8.2508 -0.515 -0.121 0.651
O -4.4876 6.0973 3.1475 1.260 -1.810 -2.336
C 5.0675 -0.4334 5.5397 0.836 1.510 0.170
H 6.9026 -1.5601 5.6103 -0.098 0.079 -0.189
N -2.2626 0.2682 -0.9450 -8.080 -0.040 -1.886
C -1.6178 -0.7685 -1.8997 2.123 -0.977 0.315
C -1.6368 2.5437 -0.8543 -0.686 0.232 -2.317
O -7.5350 1.4313 5.0744 -1.397 0.007 0.266
H 6.4025 -0.1319 -1.9739 0.389 0.209 0.379
H -3.3307 -1.9919 -1.8876 -0.006 -0.749 -0.651
H 6.9264 1.6157 -0.3217 0.355 -0.186 -0.156
H -1.8893 -7.7931 1.6221 0.164 0.102 0.149
S -4.9660 -1.8593 1.5807 -1.872 0.558 -4.655
H 6.3229 3.4242 0.8775 0.171 -0.422 -0.353
H 5.2812 0.6328 5.4653 -0.308 0.190 0.554
H 2.8376 -1.0890 4.4412 -0.231 -0.939 0.624
C 2.6276 -0.5276 5.3517 -0.161 -0.806 1.505
H -5.2302 -5.6191 1.9362 0.126 -0.063 -0.166
H 7.2648 4.5909 -0.0933 -0.326 -0.184 -0.310
H -1.0249 -4.3137 2.8022 0.190 -0.732 0.987
H 0.0082 0.0745 1.0405 -0.760 -0.232 0.047
C -0.1555 -4.7951 2.3544 0.219 1.339 -0.812
H 4.5733 2.1549 -0.1765 -0.115 -0.592 -0.163
N -5.1344 3.5641 2.6820 3.284 2.113 1.837
H 0.3939 1.7167 0.6774 -0.315 0.281 -0.098
H 1.5061 -6.6502 1.9588 0.107 -0.471 -0.080
O 3.7186 -3.2419 -4.1364 -0.983 -2.597 -0.021
H -1.8341 -6.6178 3.0195 -0.856 -0.880 0.356
C 0.5930 -4.6382 -0.0056 0.915 2.348 2.003
C 4.0844 -2.1211 6.7542 -1.062 -1.181 -0.628
H -5.5190 2.3861 5.9292 0.211 -0.297 -0.080
F -4.3601 4.6347 4.7791 0.731 -1.813 -0.240
H 0.0876 0.7695 4.8966 0.362 0.705 0.847
O -4.1068 -2.0697 0.3863 -2.149 1.100 3.489
H 4.5023 1.6995 -3.2663 0.159 0.173 0.070
O -4.9537 0.2430 -4.3272 1.037 0.686 -2.149
H -1.5099 4.1527 -8.4924 -0.541 0.768 0.624
H 0.3653 -7.2516 3.1836 0.155 -0.865 -0.217
S -4.0194 4.7196 3.1912 1.001 1.977 3.957
C 6.9315 1.9366 -1.3634 0.518 0.811 -0.114
H 0.3395 -1.7642 -1.1655 -0.839 -0.106 0.654
C 6.1551 4.0219 -2.6334 1.082 -0.385 1.008
H -1.3251 -5.1777 -0.1275 -0.505 -1.188 -0.182
N 2.4448 -5.5801 -3.4936 4.746 1.221 -2.188
O -2.5936 4.3370 3.0597 -3.458 0.506 -0.014
H -7.8327 1.8938 1.9731 0.415 0.432 0.511
H -1.6897 -0.7987 -4.1705 0.749 -0.608 0.475
C 0.5678 -7.1826 2.1148 -1.620 2.543 -1.227
C -4.8303 1.7465 5.3772 -1.195 -1.834 -1.486
S -4.9853 0.2797 -5.7901 -5.189 -0.290 2.251
H 6.2432 3.2656 -3.4133 -0.259 0.130 -0.011
C -3.1553 -6.0272 1.4643 -0.507 0.809 -1.455
F 0.2473 -5.7729 -3.2393 -0.693 -0.187 0.104
H 4.3844 0.1610 8.3141 0.133 -0.922 -0.349
H 6.7270 -0.4757 6.9244 -0.053 0.313 -0.198
H 0.8344 1.8956 3.7166 -0.298 -0.245 -0.096
H 8.7673 5.7956 -4.1786 0.140 0.055 0.709
S 1.2863 -4.7148 -3.9099 -8.764 1.678 1.258
H 5.4450 4.6752 0.0850 0.332 0.473 -0.066
H 3.3572 1.1291 7.3414 0.270 -0.013 -0.516
H -2.9153 2.0567 -5.6632 0.320 -1.054 -0.742
H -7.4892 0.2381 2.0736 -0.106 -0.206 0.547
N -5.5744 1.3162 4.0167 0.461 1.782 1.044
H -1.1154 3.3791 -0.3870 -0.176 -0.311 0.177
H 2.5392 1.7310 5.3774 -0.076 -0.362 0.663
H -0.8301 2.9344 -7.5714 0.059 -0.368 0.455
F -5.9877 1.5427 -6.1001 1.625 -0.544 0.263
H -4.6610 3.4017 -4.6927 0.340 0.057 -0.173
C -1.9341 -6.7522 1.9425 1.541 1.078 1.291
F 4.8309 -5.3276 -3.6926 0.019 0.101 0.574
H 3.2094 -2.3716 7.3541 0.716 -0.237 1.033
C -1.8195 -0.1647 -3.2935 -1.557 0.670 -0.307
F -6.2309 2.7868 0.7921 0.431 0.299 0.221
F -1.8324 0.1099 -7.7860 0.742 0.775 0.784
O -2.4821 -2.3201 2.4630 -1.198 1.213 0.583
H -0.0474 -6.5706 -0.4520 -1.031 -0.161 -0.145
F -6.1934 -0.9952 0.9636 1.395 -0.261 0.789
O -3.8194 -2.3429 4.4924 0.057 0.417 -0.474
H 4.1886 0.4419 -2.1858 -0.015 0.104 0.383
C 0.9198 0.9278 4.2107 0.102 -0.544 0.099
H 1.6037 -5.0425 -0.0614 0.170 0.285 0.193
C 7.4511 4.9147 -2.6062 -1.273 -0.587 0.785
H -4.2491 -6.1318 3.2773 -0.207 -0.075 0.209
H 3.9109 -2.7873 5.9091 0.269 0.225 -0.478
O -2.9387 -1.6154 -6.7054 -1.615 1.451 0.305
N -2.5655 2.9098 -5.2510 -1.824 3.822 0.084
O 1.3793 3.8506 -1.9653 -0.999 -0.604 -2.239
F -2.4802 -0.4183 3.9610 -0.155 -0.292 -0.123
H -1.9823 0.5745 1.7832 -0.180 0.096 0.452
H -8.8735 0.9814 3.0244 0.018 -0.427 -0.252
H -0.4213 -2.9475 1.1380 -0.582 -0.493 -0.221
H 0.4264 -8.0087 1.4179 0.218 -0.314 0.729
H -2.3060 -2.4254 -0.6194 0.699 -0.181 -0.139
S -3.3077 -0.3568 -7.3313 6.711 -8.132 -9.640
H -2.1497 2.3274 1.6818 -0.065 0.050 -0.212
N 0.0656 2.9205 -4.2559 -0.775 4.937 6.255
H -4.8456 -7.3330 2.1351 0.262 -0.043 -0.208
H 0.4659 -3.9401 -0.8330 -0.107 -0.696 -0.427
H -3.3757 4.2837 -3.7460 -0.136 -0.070 -0.251
C -2.3130 3.9813 -6.3968 -2.434 3.654 -1.015
O -4.3462 4.1605 0.2865 -1.783 0.598 2.658
H -2.6808 2.7364 -1.1013 -0.081 0.656 0.504
S -5.4412 4.1342 1.2879 -4.636 0.953 -6.590
H 1.6556 0.2384 -0.8453 0.025 -0.274 -0.058
C 6.3427 0.9009 -2.3170 -1.077 0.413 0.456
H -3.3499 -6.1710 0.4014 0.222 -0.528 -0.159
H 8.4186 4.0965 -4.2819 -0.319 -0.007 -0.498
H -4.6361 0.7675 5.8155 -0.166 0.348 0.581
C -0.4046 -5.7096 0.1130 0.077 -0.284 0.876
S -3.4192 -1.5977 3.3319 7.262 -3.623 5.831
H 5.2914 4.6672 -2.7936 -0.212 -0.390 0.152
H -2.9940 -4.9492 1.4649 0.138 0.268 0.564
H -3.4432 1.2110 1.1358 0.058 0.523 -0.340
N 3.7988 -0.7200 6.3064 1.931 1.019 -0.883
O 1.4272 2.8726 -6.2596 0.038 -1.133 2.936
C 0.3072 -3.7347 1.3322 0.075 -1.072 -2.638
C -2.3685 1.3896 1.1712 -0.940 -0.883 2.211
N -4.4437 -0.7020 2.7805 -3.570 -0.568 -5.858
H 6.0177 -3.1736 6.9291 -0.309 -0.002 0.099
H -5.3280 2.0663 3.3868 -0.049 1.279 -0.693
H -3.8707 2.2241 5.1789 -0.379 0.061 -0.522
C 2.3605 0.8288 4.7924 -0.442 1.124 -0.735
O -5.7568 -0.8042 -6.4055 2.462 1.956 0.569
H 7.1879 5.4114 -4.6418 -0.065 -0.547 -0.370
C 6.1561 -1.1593 6.2961 2.734 2.150 -1.548
C 7.9886 5.0557 -3.9934 0.090 0.389 -0.811
H 0.4610 -1.0194 -2.6114 -0.586 0.059 -0.490
O -5.6338 -2.9778 2.1581 0.741 0.398 0.243
H 3.0751 0.9326 3.9759 -0.097 0.238 -0.322
C -0.1214 0.8430 0.2784 -0.055 -0.424 -2.103
C 4.6591 2.3954 -1.2362 0.421 1.591 -0.672
C 5.6069 -2.1848 7.1331 -2.873 -1.938 1.931
F -0.3177 5.0321 -3.2597 0.621 -0.345 0.463
C -2.2767 -2.1770 -1.6803 -0.494 2.040 0.212
C 3.5884 0.0894 7.5729 -1.097 1.116 -0.763
H -5.1288 0.5793 3.4888 0.130 -1.232 0.324
O 1.9237 4.9539 -4.0955 -1.031 -1.738 0.453
```
Positions in Å, forces in eV/Å.

The gap between HOMO and LUMO is 5.26 eV. The largest force on an atom is 14.3 eV/Å. The LUMO energy comes out at -5.305 eV. Its total energy is -8851.2366 a.u. Its charge is +1. For the relative energy (zero: lowest compared OMol25 entry of this formula, charge and spin), the calculation gives 0.00 kcal per mole. The HOMO energy is -10.568 eV.

***

> Which of these has the highest relative energy (zero: lowest compared OMol25 entry of this formula, charge and spin)?

C3H5N3O

***

> Look up the relative energy (zero: lowest compared OMol25 entry of this formula, charge and spin) of the first one.

0.00 kcal per mole

***

> Among the records above, which one has the highest relative energy (zero: lowest compared OMol25 entry of this formula, charge and spin)?

C3H5N3O

***

> What is the relative energy (zero: lowest compared OMol25 entry of this formula, charge and spin) in the fourth record?

0.00 kcal per mole